one.
The following is a quantum chemistry calculation of C6H11NO as an isolated structure, from the OMol25 dataset.

* net charge: 0
* spin multiplicity: 1

Structure (XYZ):
```
19
C6H11NO | the OMol25 dataset | wB97M-V/def2-TZVPD
C -1.613 -0.042 0.137
C -1.770 1.030 -0.904
C 2.698 -0.718 -0.200
C 0.485 0.199 0.505
C 0.065 -1.090 0.151
C 1.259 -0.516 -0.616
O -2.044 0.418 1.379
N 0.729 1.243 1.182
H -2.065 -0.323 2.003
H -2.173 -0.939 -0.126
H -0.033 1.415 1.845
H -0.422 -2.051 0.092
H 1.135 -0.252 -1.665
H -2.834 1.220 -1.079
H -1.314 1.964 -0.572
H -1.300 0.732 -1.843
H 2.769 -1.004 0.853
H 3.169 -1.495 -0.807
H 3.260 0.211 -0.334
```

Here are the Mulliken charges for atoms 1 to 6, given in e:
1 C 0.037
2 C -1.313
3 C -1.377
4 C 0.530
5 C -0.450
6 C -0.036

=====

two.
The following is a quantum chemistry calculation of a 2-piece molecular cluster, C6H11NO overall, from the OMol25 dataset.

* net charge: 0
* SMILES string: C=C(C)O.CC=C=N
* spin multiplicity: 1

Structure (XYZ):
```
19
C6H11NO | the OMol25 dataset | wB97M-V/def2-TZVPD
C -1.728 -0.585 0.724
C -1.913 0.634 1.584
C 3.238 -0.315 -0.543
C -2.528 -0.896 -0.271
C 1.792 0.083 -0.468
C 1.116 0.600 -1.496
O 1.421 0.269 0.857
N -3.407 -0.994 -1.112
H 0.535 0.656 0.864
H -0.868 -1.226 0.863
H -4.267 -1.488 -0.904
H -1.337 1.475 1.189
H -2.948 0.974 1.585
H -1.585 0.437 2.606
H 3.375 -1.292 -0.083
H 3.598 -0.308 -1.567
H 3.845 0.374 0.044
H 0.078 0.880 -1.418
H 1.582 0.722 -2.456
```

Here are the Mulliken charges for atoms 1 to 6, given in e:
1 C -0.413
2 C -1.101
3 C -1.156
4 C 0.381
5 C 0.981
6 C -0.991

=====

three.
The following is a quantum chemistry calculation of the molecule C6H11NO, from the OMol25 dataset.

* net charge: 0
* spin multiplicity: 1

Structure (XYZ):
```
19
C6H11NO | the OMol25 dataset | wB97M-V/def2-TZVPD
C -1.879 0.749 0.737
C -0.822 -0.236 -1.026
C 0.420 0.418 0.485
C -0.822 -1.695 -1.212
C 1.327 -0.652 1.103
C 1.196 1.643 -0.018
N -1.956 0.278 -0.421
O -0.665 0.827 1.330
H -2.573 1.378 1.243
H -0.547 0.486 -1.803
H -0.977 -2.110 -0.154
H 0.130 -2.166 -1.464
H -1.680 -1.982 -1.836
H 1.849 -1.088 0.321
H 0.848 -1.605 1.587
H 2.082 -0.232 1.725
H 1.605 2.262 0.764
H 0.574 2.449 -0.617
H 1.889 1.275 -0.741
```

Here are the Mulliken charges for atoms 1 to 6, given in e:
1 C 0.029
2 C 0.215
3 C 1.018
4 C -1.157
5 C -1.541
6 C -1.509

=====

Name the most stable of them. two.